DFT (ωB97M-V with the def2-TZVPD basis set) results for a molecular structure, IZr.

## Properties
- E_HOMO (alpha / beta): -19.52 / -19.97 eV
- Total charge: +2
- Kohn-Sham gap (alpha / beta): 6.510 / 7.539 eV
- 2S+1: 2

Geometry as XYZ:
```
2
Properties=species:S:1:pos:R:3:mulliken_spin:R:1
Zr -1.02503 12.65882 0.30049 1.438
I -1.26590 10.89235 2.60757 -0.438
```

DFT (ωB97M-V with the def2-TZVPD basis set) results for a molecular structure, C34H32N5ReS.

## Properties
- E_HOMO: -14.17 eV
- Total charge: +2
- Kohn-Sham gap: 7.320 eV

Geometry as XYZ:
```
73
Properties=species:S:1:pos:R:3:mulliken_charge:R:1
Re -0.80282 -1.13373 0.62497 1.217
C 0.00620 -3.79627 4.37427 -1.147
C 1.47855 -3.63410 4.11476 1.017
C 2.29603 -4.73384 3.87590 -0.777
C 3.65787 -4.58408 3.65437 -0.775
C 4.23971 -3.32463 3.67577 -0.779
C 3.44593 -2.21216 3.90677 -0.249
C 2.08536 -2.37780 4.10822 0.010
N 1.26483 -1.20897 4.32397 -0.055
C 0.42028 -0.72721 3.40882 0.192
N -0.60674 0.05148 3.77765 -0.114
C -1.24591 0.97818 2.90388 0.107
C -1.35056 0.73473 1.53170 -0.522
C -1.77795 1.80812 0.73765 -0.354
C -2.19567 3.00287 1.29321 -1.277
C -2.18655 3.16267 2.67149 -0.818
C -1.69429 2.16807 3.49883 1.288
C -1.61060 2.38190 4.98597 -1.795
N 0.52915 -1.02080 2.12200 0.353
C 1.49349 -1.65278 1.32467 0.705
C 1.17568 -2.94632 0.88093 -0.391
C 1.93159 -3.52477 -0.15503 -1.808
C 2.98025 -2.81824 -0.68090 -0.880
C 3.30724 -1.53036 -0.20347 -0.858
C 2.57775 -0.91621 0.78070 0.676
C 2.84126 0.47545 1.26083 -1.372
H -0.27843 -4.84512 4.32428 0.403
H -0.60920 -3.25509 3.64802 0.118
H -0.26738 -3.42720 5.36460 0.341
H 1.85884 -5.72463 3.87817 0.440
H 4.26991 -5.45877 3.48022 0.443
H 5.30376 -3.20852 3.52357 0.462
H 3.87706 -1.21959 3.93736 0.568
H 1.17316 -0.86142 5.26830 0.249
H -0.72856 0.20779 4.76666 0.346
H -1.79271 1.70420 -0.34099 0.931
H -2.52843 3.81055 0.65481 0.479
H -2.53045 4.08991 3.11114 0.400
H -2.05937 3.33402 5.25716 0.408
H -0.57417 2.40507 5.33363 0.358
H -2.14750 1.60988 5.54489 0.423
H 0.49216 -3.54297 1.47056 1.332
H 1.70456 -4.52531 -0.49548 0.645
H 3.58404 -3.25481 -1.46539 0.528
H 4.14808 -1.00656 -0.64100 0.538
H 3.69795 0.90998 0.75112 0.500
H 3.03512 0.49569 2.33508 0.201
H 1.96931 1.11135 1.08064 0.099
C -6.62360 -2.62277 -1.16652 -1.202
C -5.31787 -2.03840 -0.76065 0.982
C -5.14073 -0.67251 -0.53336 -1.193
C -3.89763 -0.22288 -0.14809 0.093
N -2.87750 -1.08176 -0.02085 -0.278
C -3.14588 -2.38541 -0.25581 0.579
S -1.67670 -3.30185 0.00074 -0.476
N -4.29048 -2.89055 -0.60810 -0.553
H -7.40700 -1.87251 -1.22731 0.363
H -6.90998 -3.39833 -0.45536 0.344
H -6.51145 -3.11118 -2.13582 0.327
H -5.96057 0.02131 -0.64216 0.391
H -3.71161 0.81555 0.07472 0.622
C -0.12345 -0.32454 -0.73469 -0.132
C 0.40876 0.30453 -1.88640 0.436
C 0.93815 1.60130 -1.79681 -0.049
C 1.44504 2.20219 -2.93254 -0.913
C 1.43246 1.51724 -4.14401 -0.382
C 0.91301 0.23002 -4.23428 -0.850
C 0.39764 -0.38374 -3.10912 -0.200
H 0.93357 2.12372 -0.84873 0.437
H 1.85025 3.20315 -2.87925 0.450
H 1.83186 1.99411 -5.02925 0.440
H 0.90773 -0.28845 -5.18293 0.453
H -0.01302 -1.38406 -3.15828 0.504
```